[1]
{"formula": "C32H47Cl3CrN3O3SSi", "method": "wB97M-V/def2-TZVPD", "species": ["C", "C", "H", "H", "H", "C", "C", "H", "H", "H", "H", "Cr", "Cl", "Cl", "H", "H", "C", "C", "N", "H", "C", "O", "H", "H", "H", "H", "H", "H", "C", "C", "N", "H", "C", "O", "H", "H", "H", "H", "O", "C", "C", "C", "H", "C", "H", "C", "H", "C", "C", "H", "H", "H", "Si", "Cl", "C", "C", "C", "H", "H", "H", "H", "H", "H", "H", "H", "H", "N", "S", "C", "C", "C", "C", "C", "C", "C", "C", "C", "C", "C", "C", "H", "H", "H", "H", "H", "H", "H", "H", "H", "H", "H"], "positions_angstrom": [[-2.016, -2.361, -5.763], [-1.414, -2.865, -4.497], [-1.276, -2.432, -6.571], [-2.327, -1.318, -5.658], [-2.876, -2.969, -6.080], [-1.030, -4.147, -4.387], [-1.320, -5.220, -5.386], [-0.472, -4.496, -3.522], [-0.874, -5.045, -6.375], [-2.399, -5.400, -5.522], [-0.892, -6.158, -5.014], [-0.173, 1.293, 1.083], [-1.822, 2.836, 1.688], [-0.086, 1.889, -2.152], [1.128, 4.133, 4.052], [-1.138, 5.581, 2.964], [1.584, 4.829, 3.325], [-0.371, 5.931, 2.256], [0.731, 4.986, 2.150], [2.561, 4.442, 3.008], [0.653, 3.993, 1.253], [1.213, 2.866, 1.387], [-0.836, 6.058, 1.273], [0.041, 4.217, 0.361], [1.702, 5.814, 3.792], [0.022, 6.889, 2.608], [2.124, 0.110, -3.072], [3.056, -2.605, -2.360], [2.909, 0.128, -2.301], [3.301, -2.141, -1.393], [2.633, -0.858, -1.264], [2.948, 1.124, -1.852], [1.813, -0.553, -0.248], [1.392, 0.618, -0.058], [2.986, -2.808, -0.586], [1.537, -1.395, 0.419], [3.866, -0.134, -2.760], [4.393, -2.016, -1.358], [-0.632, -0.714, -3.540], [-1.371, -1.885, -3.314], [0.220, -3.082, -1.733], [-1.036, -2.535, -1.969], [0.953, -3.029, -2.543], [0.473, -3.750, -0.532], [-2.423, -1.556, -3.206], [-2.049, -2.668, -1.022], [1.455, -4.190, -0.360], [-0.534, -3.859, 0.437], [-1.796, -3.325, 0.185], [-3.033, -2.248, -1.244], [-0.328, -4.359, 1.385], [-2.588, -3.380, 0.931], [-0.727, 2.062, -4.123], [-1.580, -0.059, 0.424], [0.796, 2.462, -5.178], [-1.674, 3.714, -3.985], [-1.892, 0.839, -4.865], [1.674, 1.874, -4.882], [1.053, 3.532, -5.100], [0.580, 2.252, -6.236], [-1.261, -0.167, -4.457], [-2.015, 0.870, -5.957], [-2.862, 0.830, -4.348], [-2.352, 3.710, -3.121], [-2.276, 3.896, -4.884], [-0.995, 4.570, -3.862], [0.344, 0.180, 2.572], [1.274, 0.390, 3.902], [0.252, 1.447, 4.913], [-1.080, 1.693, 4.591], [-1.707, 2.834, 5.100], [-1.085, 3.576, 6.096], [0.169, 3.186, 6.585], [0.853, 2.130, 5.982], [1.094, -1.278, 4.590], [-0.108, -1.706, 5.157], [-0.359, -3.080, 5.260], [0.605, -4.007, 4.852], [1.855, -3.564, 4.406], [2.117, -2.200, 4.296], [0.153, -0.816, 2.462], [-1.576, 1.039, 3.881], [-2.676, 3.126, 4.694], [-1.584, 4.458, 6.505], [0.627, 3.724, 7.415], [1.854, 1.834, 6.299], [-0.845, -0.974, 5.480], [-1.313, -3.422, 5.663], [0.379, -5.074, 4.871], [2.626, -4.287, 4.133], [3.080, -1.829, 3.952]], "lowdin_charge": [-0.05, -0.22, 0.09, 0.04, 0.08, -0.13, -0.13, 0.08, 0.07, 0.07, 0.06, -0.06, 0.08, 0.45, 0.08, 0.08, -0.02, -0.07, -0.18, 0.10, -0.38, -0.15, 0.09, 0.12, 0.09, 0.08, 0.07, 0.09, -0.04, -0.07, -0.15, 0.09, -0.25, -0.21, 0.07, 0.14, 0.08, 0.09, -0.28, -0.37, -0.08, -0.18, 0.11, -0.12, 0.14, -0.11, 0.08, -0.12, -0.13, 0.11, 0.08, 0.10, 0.16, 0.17, -0.21, -0.26, -0.27, 0.00, 0.02, 0.02, -0.06, 0.01, 0.03, 0.01, 0.01, 0.00, -0.43, 1.09, -0.42, -0.12, -0.09, -0.09, -0.10, -0.11, -0.38, -0.07, -0.07, -0.09, -0.09, -0.09, 0.01, 0.09, 0.10, 0.10, 0.10, 0.11, 0.11, 0.11, 0.10, 0.10, 0.11], "total_charge": -1, "multiplicity": 5, "gap_ev": [4.783, 5.173], "e_above_lowest_kj_mol": 403.6, "s2": 6.019, "homo_energy_ha": [-0.1029, -0.1175]}

---

[2]
{"formula": "H12O6", "method": "wB97M-V/def2-TZVPD", "species": ["O", "H", "H", "O", "H", "H", "O", "H", "H", "O", "H", "H", "O", "H", "H", "O", "H", "H"], "positions_angstrom": [[1.485, 0.180, 2.782], [0.996, 0.164, 1.959], [2.163, -0.486, 2.670], [0.264, -0.537, -0.650], [1.133, -0.239, -0.919], [0.025, 0.041, 0.074], [-0.071, 0.953, 1.043], [0.283, 1.528, 1.722], [-0.983, 0.814, 1.298], [-0.343, -2.309, 0.300], [-0.082, -2.076, 1.191], [0.104, -1.671, -0.256], [-0.609, -0.008, -2.656], [-0.500, -0.658, -3.350], [-0.488, -0.500, -1.844], [-0.811, 1.781, -1.268], [-1.052, 0.859, -1.354], [-1.513, 2.164, -0.742]], "lowdin_charge": [-0.05, -0.04, 0.05, 0.00, 0.15, -0.05, 0.01, 0.11, 0.13, -0.06, 0.01, -0.17, -0.07, 0.06, -0.05, -0.06, -0.01, 0.04], "total_charge": 0, "gap_ev": 10.319, "e_above_lowest_kj_mol": 495.5, "homo_energy_ha": -0.3785}

---

[3]
{"formula": "C5H10O2", "method": "wB97M-V/def2-TZVPD", "species": ["C", "C", "C", "O", "C", "C", "H", "H", "H", "H", "H", "H", "H", "H", "O", "H", "H"], "positions_angstrom": [[1.182, -2.759, -0.683], [1.389, -1.517, -0.264], [0.406, -0.341, -0.216], [0.961, 0.883, -0.750], [-0.930, -0.565, -0.010], [-2.078, 0.523, 0.137], [0.137, -2.827, -1.254], [1.589, -3.748, -0.396], [2.432, -1.420, 0.123], [0.614, 1.655, -0.197], [-1.347, -1.603, -0.275], [-2.036, 1.180, -0.680], [-3.053, -0.063, -0.027], [-2.116, 0.875, 1.154], [0.738, 2.877, 1.173], [1.120, 3.260, 0.404], [0.992, 3.590, 1.763]], "lowdin_charge": [-0.03, -0.16, -0.28, -0.04, -0.09, -0.08, 0.09, 0.06, 0.11, 0.06, 0.11, 0.04, 0.08, 0.06, -0.03, 0.03, 0.06], "total_charge": 0, "gap_ev": 8.685, "e_above_lowest_kj_mol": 396.8, "smiles": "C=C/C(O)=C/C.O", "homo_energy_ha": -0.3036}

---

[4]
{"formula": "C2H2Cl2O", "method": "wB97M-V/def2-TZVPD", "species": ["C", "C", "O", "Cl", "Cl", "H", "H"], "positions_angstrom": [[0.019, 1.310, -0.475], [-0.006, -0.993, 0.628], [-0.725, 2.061, 0.029], [0.913, 1.505, -1.880], [-0.202, -2.126, -0.641], [0.836, -1.303, 1.275], [-0.835, -0.454, 1.064]], "lowdin_charge": [-0.75, -0.55, 0.04, 0.69, 0.54, 0.02, 0.01], "total_charge": 0, "multiplicity": 3, "gap_ev": [8.475, 9.513], "e_above_lowest_kj_mol": 0.0, "s2": 2.008, "homo_energy_ha": [-0.2817, -0.4134]}

---

[5]
{"formula": "C12H36O12", "method": "wB97M-V/def2-TZVPD", "species": ["C", "C", "O", "O", "H", "H", "H", "H", "H", "H", "C", "C", "O", "O", "H", "H", "H", "H", "H", "H", "C", "C", "O", "O", "H", "H", "H", "H", "H", "H", "C", "C", "O", "O", "H", "H", "H", "H", "H", "H", "C", "C", "O", "O", "H", "H", "H", "H", "H", "H", "C", "C", "O", "O", "H", "H", "H", "H", "H", "H"], "positions_angstrom": [[4.657, -1.352, -1.917], [4.671, -2.310, -0.774], [3.503, -2.809, -0.284], [5.233, -0.078, -1.483], [3.709, -1.173, -2.423], [5.375, -1.676, -2.671], [5.324, -2.058, 0.061], [5.360, -3.100, -1.073], [3.640, -3.011, 0.645], [5.078, 0.439, -2.277], [1.133, -0.262, -0.491], [-0.096, 0.589, -0.904], [-1.272, 0.258, -0.185], [0.924, -1.642, -0.369], [1.379, 0.257, 0.435], [1.999, -0.144, -1.141], [-0.335, 0.388, -1.949], [-0.008, 1.675, -0.868], [-1.253, -0.653, 0.117], [1.726, -1.968, 0.047], [-6.034, 1.246, -0.240], [-4.507, 1.185, -0.141], [-3.922, 0.404, 0.856], [-6.516, 1.269, 1.072], [-6.473, 0.414, -0.789], [-6.344, 2.170, -0.728], [-4.063, 2.169, 0.008], [-4.102, 0.946, -1.124], [-2.981, 0.546, 0.986], [-5.939, 0.692, 1.577], [-4.097, -3.468, 0.655], [-3.056, -3.553, -0.576], [-3.622, -4.017, -1.796], [-4.857, -2.376, 0.709], [-3.337, -3.552, 1.432], [-4.451, -4.493, 0.758], [-2.340, -4.355, -0.398], [-2.514, -2.622, -0.744], [-4.529, -3.715, -1.886], [-4.162, -1.744, 0.511], [0.831, 4.674, -1.937], [0.858, 6.262, -1.687], [-0.318, 6.903, -2.175], [1.000, 4.558, -3.352], [-0.095, 4.186, -1.633], [1.694, 4.167, -1.508], [1.671, 6.783, -2.193], [0.761, 6.374, -0.607], [-0.612, 7.580, -1.561], [0.492, 5.325, -3.628], [3.685, -1.386, 4.543], [2.392, -1.626, 3.740], [2.374, -1.344, 2.279], [4.775, -2.122, 3.957], [3.464, -1.729, 5.553], [3.885, -0.315, 4.537], [1.511, -1.083, 4.080], [2.142, -2.670, 3.930], [1.492, -1.207, 1.925], [5.100, -1.850, 3.096]], "lowdin_charge": [-0.20, -0.28, -0.04, -0.08, 0.12, 0.12, 0.13, 0.12, 0.09, 0.07, -0.24, -0.19, -0.09, -0.06, 0.11, 0.12, 0.12, 0.12, 0.06, 0.04, -0.23, -0.25, -0.08, -0.05, 0.11, 0.13, 0.13, 0.11, 0.07, 0.07, -0.15, -0.10, 0.11, 0.19, 0.18, 0.16, 0.15, 0.14, 0.13, 0.10, -0.21, -0.21, -0.09, -0.09, 0.10, 0.11, 0.12, 0.11, 0.09, 0.06, -0.21, -0.19, -0.10, -0.06, 0.13, 0.12, 0.11, 0.11, 0.04, 0.08], "total_charge": 1, "multiplicity": 2, "gap_ev": [8.733, 2.296], "e_above_lowest_kj_mol": 250.8, "s2": 0.757, "homo_energy_ha": [-0.4385, -0.4385]}